Below is a 2-piece molecular cluster, C2H6N4 overall at a distorted geometry, with properties calculated with wB97M-V/def2-TZVPD.

Structure (ORCA input):
```
! RIJCOSX wB97M-V def2-TZVPD def2/J DEFGRID3
* xyz 0 1
C 0.761 -1.265 1.581
C -0.330 0.931 -0.693
N -0.215 1.984 1.243
N 0.741 -2.933 -0.116
N 0.903 -2.076 0.761
N 0.139 0.971 0.648
H 1.166 -0.525 2.224
H -1.211 0.341 -0.771
H 0.463 0.501 -1.273
H -0.609 2.078 -0.875
H -0.633 2.688 0.685
H 0.476 -3.907 0.297
*
```

## Properties
Lowest unoccupied orbital energy ... 0.6 eV
Calculated total energy ... -298.6212 Eh
Orbital gap ... 8.8 eV
Highest occupied orbital energy ... -8.17 eV
Relative energy (zero: lowest compared OMol25 entry of this formula, charge and spin) ... 6.1967 eV